Formula: C29H47BN6O
Source: the Open Molecules 2025 dataset
Level of theory: ωB97M-V/def2-TZVPD

The molar mass is 506.55 g mol⁻¹. Its relative energy (zero: lowest compared OMol25 entry of this formula, charge and spin) is 0.0 kcal/mol. The calculation puts the max |F| at 11.12 eV Å⁻¹. As for the total energy: -42481.5165 eV. As for the spin multiplicity: 1. The gap between HOMO and LUMO is 3.3169 eV. Its highest occupied orbital energy is -6.882 eV.

Geometry as XYZ:
```
84
Properties=species:S:1:pos:R:3:forces:R:3
C 35.46300 11.96500 35.72600 -2.0 0.7 -0.4
C 33.88000 11.98800 35.51300 2.8 -1.3 -0.3
C 33.32700 10.60200 35.46200 -2.7 -0.2 1.1
C 31.75800 10.52400 35.73200 1.8 -0.4 -2.3
C 31.33100 11.18300 36.98500 2.0 1.3 -1.7
C 31.86300 12.63700 37.00300 -3.0 0.7 3.8
N 33.32300 12.73900 36.66500 -1.3 -1.8 -1.5
O 34.06100 13.43500 37.21600 0.3 1.7 1.9
C 31.66700 13.12900 38.47600 -4.7 1.3 -2.3
C 31.04500 13.60000 36.24300 0.8 -1.5 -3.0
C 33.58000 12.80900 34.29500 1.0 0.3 0.4
H 35.89400 11.49100 34.84400 -0.1 -0.6 0.4
H 35.70100 11.52700 36.72300 0.3 0.5 -0.9
H 35.66300 13.02100 35.54400 1.0 0.0 0.8
H 33.68700 10.00900 36.26600 1.0 -0.4 0.9
H 33.54800 10.02000 34.58500 0.3 0.4 -0.7
H 31.71900 9.44600 35.91900 -1.1 0.0 -0.8
H 31.23000 10.96900 34.81900 0.3 -1.2 1.2
H 31.86700 10.80800 37.78600 0.7 -1.7 1.8
H 30.29500 10.97200 37.08300 -1.1 0.9 0.6
H 31.76100 14.17100 38.66100 -0.3 1.2 -0.6
H 32.45300 12.80200 38.87600 6.1 -3.2 4.4
H 30.75400 12.78400 39.04500 1.0 0.0 -1.3
H 31.53400 14.52600 36.18200 0.1 1.5 -0.4
H 30.04900 13.61300 36.50600 -1.9 0.6 2.2
H 30.80100 13.10600 35.32200 0.8 0.5 -1.7
H 33.55200 13.85900 34.49100 0.3 0.7 -0.2
H 32.72200 12.50500 33.85700 -3.6 -0.6 -0.8
H 34.18400 12.52500 33.46600 1.6 0.2 -0.2
B 33.71400 9.54800 39.84700 1.4 2.2 0.8
H 34.54000 8.87100 40.41500 0.5 -0.2 0.5
H 33.13700 10.26600 40.65100 0.0 -0.1 0.1
H 34.41200 10.39900 39.16200 -0.7 -0.8 -0.3
H 32.98600 8.80700 39.37900 -1.2 -1.0 -1.4
N 32.35200 5.65700 40.21400 4.4 0.1 0.5
C 33.04900 4.45800 40.39300 -5.1 -3.3 -1.3
C 32.14200 3.34400 39.92000 0.2 4.3 1.0
C 30.97200 4.19000 39.31900 0.9 -2.7 0.4
C 31.25500 5.50800 39.46200 -2.4 0.6 -1.7
H 33.00700 6.43400 40.39300 -1.5 0.3 -0.6
H 33.95500 4.42800 40.95000 0.4 0.0 0.3
H 32.24400 2.25300 40.26200 -0.3 2.0 -1.1
H 29.98600 3.94600 38.82000 1.6 -0.4 0.7
H 30.59500 6.24100 38.85600 1.7 -0.6 1.9
N 36.63700 6.02200 43.62900 -0.8 2.2 1.2
C 36.10200 6.62200 42.51000 0.4 -2.4 -2.7
C 36.21900 5.65100 41.42200 3.9 -1.0 10.4
C 37.00400 4.51100 41.97100 -1.8 -0.5 2.4
C 37.14500 4.77200 43.48700 -0.3 -1.4 -4.0
H 36.55600 6.59800 44.48500 0.4 -1.1 -0.5
H 35.74300 7.68000 42.41100 0.4 -1.4 0.7
H 35.97100 5.83900 40.53100 -1.8 1.2 -7.0
H 37.09100 3.42800 41.46600 0.1 2.9 1.3
H 37.47200 4.07700 44.35300 -0.6 1.7 -1.8
N 35.97200 11.23700 41.32300 0.7 0.5 1.6
C 37.18100 11.02800 41.95800 2.1 1.1 1.0
C 37.66200 12.32400 42.70400 -1.4 -2.9 -1.2
C 36.62200 13.27100 42.50600 -1.8 -5.6 -2.4
C 35.55100 12.50100 41.73600 1.8 2.7 0.3
H 35.43600 10.40200 40.78700 0.9 2.6 1.4
H 37.66300 9.99600 41.79400 -0.6 2.0 0.6
H 38.53900 12.47400 43.43300 -1.4 -0.7 -1.7
H 36.59500 14.25900 42.86400 -0.4 0.9 0.3
H 34.67300 13.01800 41.35600 0.0 -0.7 -0.1
N 35.76100 7.48600 37.93300 0.6 1.5 -0.4
C 34.87500 6.54900 37.37800 3.0 1.2 -1.4
C 35.65800 5.96200 36.18100 0.3 3.7 4.2
C 36.98000 6.57200 36.10100 -0.3 2.8 2.9
C 37.04200 7.59100 37.27900 -3.4 -3.1 -1.7
H 35.39600 8.31500 38.60800 1.1 -2.8 -1.8
H 33.87000 6.62900 37.94000 1.5 -1.0 -1.8
H 35.31100 5.25800 35.51600 -0.8 -1.5 -1.1
H 37.83700 6.48800 35.30000 -2.1 -0.1 1.9
H 37.73500 8.25900 37.79900 0.1 -0.4 -0.8
N 34.26500 10.30400 43.79100 0.5 1.3 0.8
C 34.42000 10.95500 45.00400 -5.9 -7.2 2.3
C 33.47400 10.07200 46.00800 2.2 2.5 -4.2
C 32.83100 9.12600 45.10000 1.4 1.1 -0.8
C 33.32100 9.26500 43.67200 1.1 2.8 7.4
H 34.93700 10.69600 43.12900 -0.9 -0.8 -0.6
H 35.04600 11.72200 45.26700 1.6 1.6 -0.1
H 33.36200 10.36900 47.11100 -0.1 -0.9 -2.0
H 32.10500 8.39600 45.50200 0.5 0.4 -0.8
H 33.11600 8.75600 42.80600 -0.3 -0.9 -1.8
```
Positions in Å, forces in eV/Å.